1.
The following is a quantum chemistry calculation of 10 unconnected molecules or ions with the total composition C59H122BN6O17 at a distorted geometry, from OMol25.

Geometry (Å):
O -11.3098 18.6347 -7.9108
C -10.2332 18.0209 -7.7488
O -10.1100 16.6659 -7.4091
B -8.7091 16.3503 -7.4174
O -8.0903 17.6909 -7.3910
C -8.9238 18.6780 -7.5004
O -8.7121 19.8659 -7.5694
O -8.2291 15.5798 -8.5813
C -7.5931 14.4842 -8.2424
O -7.1509 13.6418 -9.0237
C -7.6244 14.4659 -6.6742
O -8.2748 15.5301 -6.2340
O -7.2264 13.5351 -6.0090
C -0.4982 12.3459 -6.6179
O 0.5977 12.3131 -5.7414
H -1.2840 11.5952 -6.5341
H -0.9481 13.3227 -6.4404
H 0.0953 12.2838 -7.5301
H 1.0588 13.1544 -5.7060
C -1.7606 16.9214 -16.1750
C -2.2514 18.3955 -16.0517
C -3.6277 18.5770 -15.3408
C -3.5731 18.5104 -13.8123
C -2.4836 19.5551 -13.3388
C -1.0455 19.3879 -13.9410
N -1.1789 19.2984 -15.4713
O 0.0482 19.2787 -16.1723
C -0.3271 20.7475 -13.6833
C -0.4288 18.0489 -13.4424
C -2.5265 18.8441 -17.5374
H -2.5987 16.2349 -16.2945
H -1.2236 16.5982 -15.2832
H -1.1093 16.7681 -17.0355
H -4.2075 19.4091 -15.7402
H -4.1285 17.6612 -15.6549
H -3.3826 17.5359 -13.3628
H -4.5837 18.7470 -13.4794
H -2.4229 19.6178 -12.2523
H -2.9338 20.4964 -13.6542
H 0.7547 20.7287 -13.8156
H -0.6560 21.5085 -14.3910
H -0.4649 21.1352 -12.6739
H -1.1850 17.2660 -13.3824
H 0.4551 17.8320 -14.0422
H -0.1236 18.2487 -12.4153
H -2.7475 19.9038 -17.6650
H -3.2681 18.2149 -18.0296
H -1.6129 18.7548 -18.1251
H 0.0396 20.0890 -16.6870
C -16.7492 18.0652 -2.3646
C -17.0787 16.9992 -1.2630
C -17.6370 17.7165 0.0802
C -19.0907 18.1368 0.0768
C -19.9865 16.9233 -0.2689
C -19.6151 16.1871 -1.5727
N -18.1264 15.9644 -1.6285
O -17.6180 15.1283 -2.5944
C -20.3087 14.8875 -1.5064
C -20.1574 17.0184 -2.7688
C -15.7598 16.2828 -0.8488
H -15.6898 18.3215 -2.3736
H -17.1467 19.0594 -2.1606
H -17.0166 17.7065 -3.3586
H -17.4161 17.1395 0.9782
H -17.1025 18.6544 0.2311
H -19.3172 18.9262 -0.6399
H -19.3644 18.5992 1.0252
H -21.0270 17.2265 -0.1526
H -19.7902 16.3012 0.6044
H -20.2491 14.4115 -2.4852
H -19.9092 14.2415 -0.7246
H -21.3660 14.9577 -1.2510
H -19.7747 16.7011 -3.7388
H -21.2242 16.8094 -2.6884
H -19.8570 18.0659 -2.7946
H -15.9288 15.4620 -0.1518
H -15.0989 16.9617 -0.3099
H -15.2963 15.8519 -1.7363
H -17.7156 15.6622 -3.3862
C -0.5778 6.5552 -12.9841
C -1.8766 7.3160 -13.4367
C -2.2392 6.9628 -14.8821
C -2.8095 5.4877 -15.1200
C -4.0188 5.3485 -14.2090
C -3.7684 5.7695 -12.6828
N -2.9651 6.9546 -12.5196
O -2.7358 7.4930 -11.2053
C -5.1168 6.0592 -12.0325
C -3.1749 4.5920 -11.9541
C -1.7132 8.8361 -13.3818
H -0.4545 5.5195 -13.3005
H -0.5356 6.5080 -11.8959
H 0.3270 7.1117 -13.2287
H -2.8889 7.6988 -15.3556
H -1.4115 6.8924 -15.5878
H -1.9150 4.9077 -14.8932
H -3.0883 5.2819 -16.1535
H -4.2656 4.2999 -14.3751
H -4.8029 6.0139 -14.5703
H -5.9786 5.4801 -12.3644
H -5.0215 6.1403 -10.9498
H -5.4584 7.0559 -12.3118
H -3.0730 4.8470 -10.8993
H -3.6955 3.6367 -12.0210
H -2.1269 4.4685 -12.2272
H -1.2260 9.0965 -14.3214
H -1.0600 9.1393 -12.5636
H -2.6263 9.4071 -13.2133
H -3.4737 8.1045 -11.1492
C -11.4416 29.3033 -9.3341
C -12.4988 30.0321 -8.5576
C -13.8602 29.2179 -8.4520
C -13.8114 28.0055 -7.4901
C -13.3989 28.5163 -6.1059
C -12.0072 29.2775 -6.0961
N -11.9696 30.2718 -7.1427
O -10.8710 31.0762 -7.1374
C -11.8006 29.9816 -4.7215
C -10.8500 28.1568 -6.1632
C -12.8873 31.4104 -9.0867
H -11.3266 28.3284 -8.8603
H -10.5337 29.8944 -9.4544
H -11.9014 29.1084 -10.3030
H -14.7850 29.7258 -8.1783
H -13.9319 28.7598 -9.4384
H -12.9122 27.4319 -7.7149
H -14.7176 27.4007 -7.4594
H -13.4365 27.6150 -5.4941
H -14.0974 29.2400 -5.6859
H -10.7841 30.3747 -4.7402
H -12.5666 30.6911 -4.4087
H -11.7678 29.2821 -3.8862
H -10.8488 27.3652 -5.4138
H -10.7650 27.6714 -7.1354
H -9.8483 28.5778 -6.0773
H -13.2465 31.4148 -10.1158
H -12.0767 32.1298 -8.9705
H -13.8207 31.6999 -8.6037
H -11.2274 31.8340 -6.6679
C -12.3277 19.2063 -14.6020
C -13.5677 18.7124 -15.4561
C -13.1098 18.2160 -16.8841
C -12.6665 16.7281 -16.8879
C -13.6782 15.7779 -16.2632
C -13.9111 16.1711 -14.7588
N -14.3625 17.6324 -14.7761
O -14.8174 17.9406 -13.5253
C -15.1267 15.2769 -14.2726
C -12.6386 15.9144 -13.8778
C -14.4414 19.9317 -15.8855
H -11.4961 19.5934 -15.1908
H -11.9961 18.3401 -14.0294
H -12.5276 19.9466 -13.8274
H -13.7850 18.4599 -17.7042
H -12.1887 18.7398 -17.1395
H -11.7137 16.7239 -16.3584
H -12.3908 16.4151 -17.8949
H -13.3613 14.7440 -16.3997
H -14.6392 15.8426 -16.7736
H -16.0560 15.5170 -14.7894
H -14.9698 14.2324 -14.5420
H -15.1768 15.4007 -13.1908
H -11.6625 16.2848 -14.1909
H -12.7780 16.0592 -12.8065
H -12.4818 14.8370 -13.9308
H -15.2110 19.5965 -16.5809
H -13.7644 20.6348 -16.3707
H -14.9878 20.5034 -15.1353
H -14.0611 17.7759 -12.9574
C -5.9848 10.0816 4.1370
C -6.5286 11.0166 3.0214
C -8.1076 10.8713 3.2165
C -8.8378 12.0687 2.6239
C -8.2050 13.3441 3.1660
C -6.6967 13.5026 2.7700
N -6.0195 12.3610 3.3340
O -4.5653 12.5864 3.3472
C -6.4496 13.7774 1.3089
C -6.2545 14.7764 3.5766
C -6.1475 10.5342 1.5694
H -6.0801 10.2764 5.2052
H -4.8950 10.0641 4.1415
H -6.4264 9.1164 3.8887
H -8.4347 9.9941 2.6582
H -8.3291 10.8493 4.2835
H -9.9126 11.8972 2.6814
H -8.6492 11.9244 1.5601
H -8.4683 13.4114 4.2216
H -8.7548 14.2605 2.9514
H -7.0219 14.6295 0.9423
H -5.3882 13.9352 1.1181
H -6.7208 12.9978 0.5970
H -5.2553 15.0149 3.2124
H -6.9498 15.5565 3.2666
H -6.0555 14.7282 4.6472
H -6.9398 10.3560 0.8424
H -5.6697 9.5553 1.6077
H -5.3738 11.0806 1.0300
H -4.3127 12.4981 2.4253
O -17.1782 22.1302 -9.2885
H -17.3270 22.1878 -8.3447
H -16.2333 22.0040 -9.3752
O -7.8597 11.4246 -14.1702
H -7.6852 10.4968 -14.0117
H -7.8713 11.8190 -13.2981

Forces on the atoms, in the same order (eV/Å):
3.4 -2.5 0.0
-5.3 0.0 1.7
-1.1 2.0 -1.4
0.6 0.1 0.7
2.3 0.0 0.6
0.5 0.7 -1.6
0.1 -0.8 0.5
-0.3 0.4 -0.5
0.5 -1.2 -1.0
-0.7 1.7 1.9
0.1 -1.7 0.4
0.0 0.1 -0.8
-0.1 1.0 -0.4
1.1 1.7 -0.8
0.7 -1.4 2.5
0.7 -0.3 0.5
-0.6 0.0 -0.8
-1.5 0.0 -1.2
-0.4 0.0 -0.2
-0.3 0.0 0.6
0.9 0.8 -1.5
1.2 -2.0 0.3
1.0 1.1 0.1
-1.1 -0.5 -0.7
-0.9 -0.3 -1.9
-2.6 0.9 0.7
0.0 -0.9 0.5
0.8 -0.6 0.1
0.2 1.9 0.9
1.2 0.1 0.3
-0.2 0.0 -0.1
0.0 0.0 -0.2
0.1 0.3 0.1
0.4 0.3 0.3
-0.5 0.1 -0.2
0.2 -0.3 -0.5
0.2 0.4 0.4
0.2 -0.2 0.1
0.5 0.4 -0.1
0.1 -0.5 -0.1
-0.4 -0.2 0.0
-0.3 -0.2 0.1
0.3 0.0 -0.4
-0.2 -0.4 0.1
0.3 -0.3 0.2
-0.6 0.0 0.5
-0.2 0.1 0.2
0.2 -0.4 0.0
-0.1 0.1 0.1
0.1 -0.1 0.6
-1.3 0.4 1.9
0.6 0.5 -1.1
-0.8 -0.5 -1.2
1.4 0.9 1.5
1.2 2.0 -0.1
0.7 1.3 2.9
-0.8 -0.1 -0.8
-0.5 -1.7 -0.4
0.4 -0.6 0.2
-0.8 -0.3 -0.3
0.3 -0.6 -0.1
-0.9 -0.2 -0.1
-0.1 0.2 -0.1
-0.1 -0.5 -0.2
0.6 0.0 -0.2
0.4 0.2 -0.3
0.0 -0.3 0.3
-0.2 -0.2 -0.7
-0.2 -0.8 -0.2
0.0 -0.4 0.1
0.4 0.0 -0.2
-0.1 0.5 -0.2
-0.2 -0.7 -0.1
-0.2 0.8 -0.6
-0.4 0.2 0.7
-0.4 -0.1 -0.1
0.1 0.3 -0.4
0.3 0.2 0.1
0.3 -0.2 -0.9
0.3 0.8 0.4
0.2 -1.0 0.7
-0.7 -1.8 -1.8
0.6 2.7 1.4
1.1 0.4 0.5
-1.0 -1.7 -0.1
-0.1 1.4 -1.9
-0.4 -1.3 -0.9
-0.8 1.2 -0.2
1.4 -0.4 0.9
1.1 0.0 0.3
-0.3 0.1 -0.4
-0.3 0.1 0.1
0.1 0.0 -0.5
-0.4 0.1 0.4
0.8 0.8 0.6
-0.5 -0.8 0.3
0.1 0.3 -0.1
-0.9 0.0 1.0
-0.1 -0.2 -0.3
0.4 -0.8 0.3
-0.2 -0.6 0.0
0.2 0.4 -0.3
-0.3 0.0 0.2
-0.2 0.2 -0.2
0.0 -0.4 -0.5
-0.1 0.5 0.1
0.2 -0.1 0.0
-0.2 -0.4 -0.5
0.0 0.3 0.3
-1.1 -0.4 -0.8
-1.0 0.5 2.7
1.1 -1.9 -0.2
1.8 1.7 0.5
0.0 0.7 -0.1
0.5 -2.5 1.2
-3.4 -1.1 -0.9
1.3 0.7 0.2
0.3 -0.7 -0.1
0.3 0.7 -0.7
-0.5 -0.1 -0.3
0.6 0.2 -0.2
0.0 -0.3 0.2
0.4 0.0 -0.4
0.4 0.8 -0.3
-0.6 0.4 -0.3
-0.5 -0.8 -0.6
0.1 0.1 -0.2
0.6 0.3 0.6
-0.4 0.0 -0.1
-0.2 0.6 0.1
0.1 0.4 -0.6
-0.1 -0.5 -0.2
-0.7 0.2 0.2
-0.5 -0.1 0.0
0.0 0.6 0.2
0.6 -0.4 -0.4
-0.2 0.1 0.0
0.4 0.4 0.7
0.5 0.5 0.0
-0.6 -0.9 0.2
0.0 0.7 -0.5
1.1 -1.3 0.8
-0.1 0.6 -0.2
0.4 0.8 0.7
-0.3 0.4 -1.3
0.1 -1.4 -2.4
-0.2 0.9 0.9
1.3 0.8 0.0
-0.6 -1.4 -0.4
-0.3 -0.3 0.6
-0.1 -0.1 -0.2
0.4 0.1 -0.2
-0.5 0.2 -0.2
-0.5 -0.2 0.4
-0.1 0.4 0.1
0.0 -0.4 0.3
-0.2 0.0 -0.2
0.2 -0.1 0.4
-0.1 0.2 0.0
0.1 0.6 0.3
0.5 -0.1 0.3
-0.6 -0.3 -0.1
-0.4 0.6 -0.2
-0.1 0.5 0.0
-0.1 -0.3 0.0
0.1 0.0 -0.2
-0.1 0.0 -0.2
0.3 -0.3 0.6
0.3 0.2 0.8
1.2 -0.5 -1.0
0.1 -0.4 0.6
0.9 1.6 -0.2
0.7 -0.7 -1.0
-1.1 0.1 -0.5
-1.1 0.9 2.7
0.0 0.5 0.9
-1.9 -1.1 -0.2
-0.2 -0.2 -1.1
1.0 -0.2 -1.4
0.7 -1.1 0.3
-1.3 0.8 -0.2
0.2 -0.5 -0.8
0.4 -0.4 0.4
0.2 -0.3 0.5
0.1 -0.5 0.0
-0.1 0.6 0.6
0.0 0.7 -0.4
1.2 -0.6 0.7
0.0 0.1 -1.3
0.2 0.3 0.3
0.1 0.4 0.1
-0.2 -0.4 0.4
0.0 0.4 -0.3
0.2 0.3 0.4
-0.9 -0.6 0.1
-0.5 0.5 0.3
0.0 -0.3 0.4
-0.1 0.7 0.3
0.4 -0.1 -0.5
-0.2 0.1 -0.2
-0.1 0.0 0.2
0.3 -0.1 -0.1
0.0 0.1 -0.3
0.0 -0.2 0.0
0.0 0.2 0.3

HOMO level   -0.2517 hartree
Gap between HOMO and LUMO   8.554 eV
Total charge   -1
Max |F|   5.6 eV/A
E   -3953.49104 Ha

***

2.
The following is a quantum chemistry calculation of C7H10Cl2Si in the gas phase at a distorted geometry, from OMol25.

Geometry (Å):
C -0.5100 -2.4030 -0.6922
C 0.4764 -2.0494 0.4264
Si 1.4094 -0.3871 0.2922
Cl 3.1631 -0.5150 1.1997
Cl 1.8851 0.2134 -1.6031
C -0.0510 1.1324 1.0270
C -1.2646 0.7713 0.3292
C -1.3680 1.6679 -0.6553
C -0.3791 2.6990 -0.6081
C 0.4538 2.4177 0.4466
H -1.2654 -1.6740 -0.9951
H 0.1850 -2.7254 -1.5743
H -0.8847 -3.3035 -0.3176
H 1.2120 -2.7876 0.5683
H -0.0835 -1.8167 1.3987
H 0.1427 0.9643 2.0139
H -1.7603 -0.2463 0.5643
H -2.2448 1.5682 -1.3343
H -0.3546 3.4887 -1.3528
H 1.2384 2.9851 0.8666

Forces on the atoms, in the same order (eV/Å):
3.0 -0.2 -1.5
-1.1 3.5 0.9
-3.3 1.1 -0.7
1.1 0.1 1.1
-0.2 -0.2 -0.3
3.1 -0.3 -2.3
0.6 -2.5 1.2
-3.0 -0.4 -1.7
0.6 -0.1 0.4
-1.9 -1.1 -0.7
0.4 -0.2 0.2
-1.6 0.8 1.1
-1.5 -1.4 0.0
0.7 -1.2 0.3
0.7 -0.8 -0.9
0.0 -0.4 2.9
0.4 2.3 -0.7
1.0 0.5 0.1
0.2 0.0 0.4
0.8 0.5 0.1

ΔE to the lowest compared entry with this formula, charge and spin   0.00 kJ/mol
HOMO level   -0.3118 hartree
Gap between HOMO and LUMO   9.008 eV
Max |F|   3.9 eV/A
E   -1482.64491 Ha

***

3.
The following is a quantum chemistry calculation of a molecular structure, C5H5NO at a distorted geometry, from OMol25.

Geometry (Å):
O 2.4345 0.6264 0.4055
C 1.5159 0.0645 0.0015
C 0.4152 -0.5599 -0.4970
C -0.7021 -0.3914 0.6381
C -0.9729 0.1033 -0.7123
C -1.1506 1.5129 -0.9898
N -1.3460 2.6455 -1.1215
H 1.1862 -1.4307 1.6424
H 0.5624 -1.5762 -0.8512
H -0.4102 0.4533 1.2848
H 0.4105 -1.4370 1.5898
H -1.5279 -0.5559 -1.3824

Forces on the atoms, in the same order (eV/Å):
-1.0 -0.7 -0.4
0.5 1.1 -0.3
0.2 -0.2 -0.1
-0.6 0.3 -0.1
0.0 0.1 -0.1
0.0 1.1 -0.2
0.2 -1.0 0.1
-0.1 -0.5 0.6
0.2 0.1 0.0
-0.1 -0.1 -0.1
0.9 -0.4 0.5
0.0 0.2 0.1

ΔE to the lowest compared entry with this formula, charge and spin   588.89 kJ/mol
HOMO level   -0.3136 hartree
Gap between HOMO and LUMO   7.958 eV
Max |F|   1.3 eV/A
E   -323.29539 Ha

***

4.
The following is a quantum chemistry calculation of 12 unconnected molecules or ions with the total composition C2H31NO12S2 at a distorted geometry, from OMol25.

Geometry (Å):
N -2.5977 -1.7501 -2.7819
C -1.8202 -2.8330 -2.1233
C -1.0238 -2.2960 -0.8646
S 0.1496 -3.0861 0.1980
S 1.9643 -3.1186 1.5029
H -3.1230 -1.2581 -2.0925
H -2.0298 -1.1212 -3.1656
H -2.3105 -3.6570 -1.7192
H -1.1084 -3.1572 -2.8856
H -0.5156 -1.3761 -1.2329
H -1.9092 -1.8707 -0.1572
H 1.6316 -3.2540 2.7191
H -0.2478 0.6251 -0.2296
H -1.7996 1.0711 -1.0379
O -0.7755 0.6313 -1.1758
H -0.3748 0.6309 2.8358
H -1.6478 0.4963 2.0396
O -0.9353 1.1604 2.1791
H 2.5905 0.5429 2.4917
H 2.6815 2.0106 3.1331
O 2.0766 1.2554 2.9061
H 2.5272 1.7857 -0.0034
H 4.0642 1.6654 -0.3646
O 3.3536 1.6756 0.3424
H -3.7203 2.8830 1.9385
H -2.8978 1.7014 1.9839
O -3.8223 1.9438 2.2817
H 0.1888 3.8027 -1.2341
H 0.3234 2.5415 -1.9263
O 0.8483 3.1925 -1.5316
H 0.1168 4.0722 0.8825
H 0.1188 3.2738 2.2741
O -0.3510 3.6997 1.6301
H -4.6757 0.4991 -1.5588
H -3.4144 1.4024 -1.7197
O -4.3794 1.3275 -1.8349
H 3.2854 -1.4362 -0.5351
H 4.4112 -0.5954 0.1072
O 4.1466 -1.1380 -0.5333
H -0.5774 -3.8977 0.9389
H 0.6969 -1.1188 1.0439
O -0.1390 -1.6781 1.1987
H 3.1834 0.1149 -2.7828
H 1.8632 0.6526 -2.4382
O 2.7758 0.9371 -2.7151
H -2.6442 3.3342 -0.6377
H -1.2257 2.9126 -0.3156
O -1.8027 3.1207 -1.0181

Forces on the atoms, in the same order (eV/Å):
-2.1 -4.5 3.1
2.3 1.5 -0.7
-4.0 2.3 -1.4
-1.3 2.7 0.4
3.6 -0.8 -1.6
-0.8 0.3 0.4
3.1 3.0 -2.2
-1.8 -1.3 -0.2
-0.1 -0.3 0.1
0.1 -0.6 0.6
2.2 -1.1 -1.2
-1.2 0.1 2.4
-2.6 0.6 -3.1
4.8 -1.4 0.0
-1.6 0.9 3.3
-0.7 1.5 -1.0
0.5 0.5 0.1
0.5 -2.7 0.9
0.3 0.9 0.2
-0.6 -1.4 -0.6
0.2 0.5 0.4
-3.1 0.8 -2.1
-2.0 0.2 0.8
5.1 -0.9 1.2
-1.0 -1.2 0.9
-1.5 0.0 1.0
2.3 1.5 -1.8
-0.4 0.9 -0.1
-1.2 -1.7 -1.2
1.9 0.9 1.1
1.0 -0.1 0.7
2.5 -1.6 1.9
-3.4 2.0 -2.9
-0.6 -2.1 0.8
-0.9 -0.1 -0.2
1.4 2.4 -0.7
-2.5 -0.3 0.7
0.8 3.4 4.2
1.8 -3.1 -5.0
-0.5 -0.6 0.3
-1.4 -0.9 0.7
1.8 -0.1 -0.6
1.7 -2.2 -0.3
1.1 0.9 -0.5
-2.8 1.4 0.8
-0.7 0.5 0.4
0.9 -0.3 1.9
-1.0 -0.1 -1.8

HOMO level (alpha / beta)   -0.5005 / -0.4987 hartree
Gap between HOMO and LUMO (alpha / beta)   8.126 / 5.637 eV
Total charge   +1
Max |F|   6.2 eV/A
E   -1848.21554 Ha
2S+1   2